<w>
Computed, not measured: a cluster of 2 separate species, C5H12S in total, with wB97M-V/def2-TZVPD.

```
! RIJCOSX wB97M-V def2-TZVPD def2/J DEFGRID3
* xyz 0 1
C 0.0014 -2.4235 0.0805
C -1.2769 -2.3383 -0.2996
C -1.8972 -1.1279 -1.1200
H 0.2522 -3.2982 0.6838
H 0.7752 -1.8386 -0.2079
H -1.9603 -3.1962 -0.0005
H -1.1582 -0.4406 -1.2692
H -2.6921 -0.5366 -0.5305
H -2.3247 -1.5340 -2.0397
C 0.6505 2.7684 0.1503
C 1.0361 1.5770 1.0125
S 2.7888 1.1539 0.7319
H 1.4768 3.4988 0.0934
H 0.6180 2.2482 -0.8345
H -0.3106 3.1435 0.4629
H 0.3025 0.7579 0.7213
H 0.8980 1.7147 2.0679
H 2.8206 -0.1286 0.2975
*
```

Summary:
* gap between HOMO and LUMO: 9.954 eV
* SMILES string: C=CC.CCS
* highest occupied orbital energy: -0.334 Ha

Atom charges from the Mulliken analysis, given in e for atoms 1 to 4: -0.769 0.071 -0.921 0.223

<x>
Computed, not measured: the molecule C5H12S, with wB97M-V/def2-TZVPD.

```
! RIJCOSX wB97M-V def2-TZVPD def2/J DEFGRID3
* xyz 0 1
C 1.8014 2.0890 1.3238
C 0.4650 1.5554 0.8038
C 0.6752 0.0966 0.3272
C -0.5572 -0.7273 0.0835
C -0.1930 -2.1735 0.4115
S -1.1259 -0.3865 -1.5696
H 2.5816 1.9060 0.5872
H 1.7796 3.1333 1.5217
H 2.1032 1.6011 2.2723
H -0.3332 1.5488 1.5823
H 0.1426 2.2413 0.0251
H 1.2689 -0.3807 1.0590
H 1.2810 0.1355 -0.5800
H -1.3786 -0.4485 0.7081
H 0.8048 -2.4956 -0.0162
H -0.9662 -2.8106 0.0729
H -0.1006 -2.2930 1.5480
H -2.3179 -0.9943 -1.3661
*
```

Summary:
* gap between HOMO and LUMO: 9.922 eV
* SMILES string: CCC[C@H](C)S
* highest occupied orbital energy: -0.330 Ha

Atom charges from the Mulliken analysis, given in e for atoms 1 to 4: -1.273 -0.218 -1.307 0.474

Least stable of them? <w>.

<w>
Computed, not measured: the molecule C2H5NO3, with wB97M-V/def2-TZVPD.

```
! RIJCOSX wB97M-V def2-TZVPD def2/J DEFGRID3
* xyz 0 1
O -1.9967 -0.5515 -0.4481
C -0.9872 -0.0534 -0.0430
O -0.8972 1.2770 0.2182
C 0.1904 -0.8388 0.4475
N 1.3203 0.0562 0.5246
O 1.8684 0.0290 -0.7722
H -0.0808 1.4189 0.7127
H 0.2768 -1.7411 -0.1842
H 0.0083 -1.2980 1.4569
H 2.0139 -0.3583 1.0911
H 1.5245 0.9020 -1.1585
*
```

Summary:
* gap between HOMO and LUMO: 10.991 eV
* SMILES string: O=C(O)CNO
* highest occupied orbital energy: -0.383 Ha

Atom charges from the Mulliken analysis, given in e for atoms 1 to 4: -0.541 0.402 -0.480 -0.135

<x>
Computed, not measured: a cluster of 2 separate species, C2H5NO3 in total, with wB97M-V/def2-TZVPD.

```
! RIJCOSX wB97M-V def2-TZVPD def2/J DEFGRID3
* xyz 0 1
C -0.7581 -0.3886 -1.1689
C 1.0680 0.1607 0.8030
N -1.6438 -0.4101 -0.1755
O 2.0932 -0.1068 0.0373
O 0.6517 -0.6984 1.5373
O 0.6525 1.4454 0.7683
H -1.3902 -0.2126 -2.1985
H -2.5924 -0.1354 -0.2902
H 2.0472 -1.0225 -0.1786
H -1.2319 -0.3515 0.8440
H 1.1037 1.7199 0.0217
*
```

Summary:
* gap between HOMO and LUMO: 9.554 eV
* highest occupied orbital energy: -0.322 Ha

Atom charges from the Mulliken analysis, given in e for atoms 1 to 4: -0.398 0.670 -0.170 -0.445

<y>
Computed, not measured: a cluster of 2 separate species, C2H5NO3 in total, with wB97M-V/def2-TZVPD.

```
! RIJCOSX wB97M-V def2-TZVPD def2/J DEFGRID3
* xyz 0 1
O 0.7737 2.8339 -1.4664
C -0.2133 2.2079 -1.2173
N -0.3654 1.3121 -0.1756
C 0.4558 0.6458 0.7648
O 1.4482 0.0422 0.4685
H -1.1385 2.2931 -1.7951
H -1.2558 0.8268 -0.1739
H -0.1369 0.3139 1.6160
O 0.0151 -3.3732 1.0037
H 0.8279 -3.8605 0.8366
H -0.4109 -3.2420 0.1386
*
```

Summary:
* gap between HOMO and LUMO: 10.693 eV
* SMILES string: O=CNC=O.O
* highest occupied orbital energy: -0.382 Ha

Atom charges from the Mulliken analysis, given in e for atoms 1 to 4: -0.481 0.127 -0.177 0.031

<z>
Computed, not measured: the molecule C2H5NO3, with wB97M-V/def2-TZVPD.

```
! RIJCOSX wB97M-V def2-TZVPD def2/J DEFGRID3
* xyz 0 1
C 1.4516 0.5058 -0.0601
O 0.3756 0.5216 0.8313
C -0.7098 -0.3287 0.5264
O -0.2091 -1.4158 -0.2452
N -1.9622 0.0997 -0.3084
O -2.5573 1.0898 -0.0035
H 1.8097 -0.4550 -0.2002
H 2.2529 1.1176 0.2936
H 1.2585 0.9334 -1.1773
H -1.0964 -0.5349 1.4658
H -0.6134 -1.5335 -1.1225
*
```

Summary:
* gap between HOMO and LUMO: 8.664 eV
* SMILES string: CO[C@H](O)N=O
* highest occupied orbital energy: -0.339 Ha

Atom charges from the Mulliken analysis, given in e for atoms 1 to 4: -0.642 -0.318 0.357 -0.509

Least stable of them? <z>.

<w>
Computed, not measured: a cluster of 2 separate species, C2H4OS in total, with wB97M-V/def2-TZVPD.

```
! RIJCOSX wB97M-V def2-TZVPD def2/J DEFGRID3
* xyz 0 1
C 1.5489 0.2982 0.2098
C 0.4602 -0.8233 0.1457
O -0.6312 -1.0061 -0.2133
S -4.0121 -0.2561 -0.0533
H 1.6664 0.4408 1.2879
H 2.4577 -0.2059 -0.1258
H 1.6789 1.4407 -0.2380
H -3.1688 0.1116 -1.0130
*
```

Summary:
* gap between HOMO and LUMO (alpha / beta): 9.756 / 5.730 eV
* highest occupied orbital energy (alpha / beta): -0.362 / -0.290 Ha

Atom charges from the Mulliken analysis, given in e for atoms 1 to 4: -0.652 0.165 -0.308 -0.154

<x>
Computed, not measured: a structure of composition C2H4OS, with wB97M-V/def2-TZVPD.

```
! RIJCOSX wB97M-V def2-TZVPD def2/J DEFGRID3
* xyz 0 1
C -1.4673 0.6102 -0.3777
C -0.3907 -0.2679 -0.0070
O -2.0766 1.3848 0.2979
S 1.4302 1.1007 -0.0651
H -1.8099 0.4039 -1.3602
H -0.2895 -0.5069 1.1458
H 0.0697 -1.1014 -0.4974
H 0.9174 1.3700 1.0958
*
```

Summary:
* gap between HOMO and LUMO: 8.673 eV
* highest occupied orbital energy: -0.357 Ha

Atom charges from the Mulliken analysis, given in e for atoms 1 to 4: 0.199 -0.796 -0.445 -0.161

Least stable of them? <w>.

<w>
Computed, not measured: a structure of composition C8H8O4, with wB97M-V/def2-TZVPD.

```
! RIJCOSX wB97M-V def2-TZVPD def2/J DEFGRID3
* xyz 0 1
C 2.7668 0.4400 -2.5799
C 0.9582 0.9821 -1.1313
C 0.4824 1.8781 -0.1429
C -0.3908 1.3911 0.6493
C -0.6389 -0.0534 0.7802
C -1.6770 -0.3419 1.8136
C -0.0990 -0.9422 -0.1344
C 0.8448 -0.4227 -1.0054
H 3.2995 1.0049 -3.3202
H 2.2418 -0.5734 -3.1525
H 3.7265 0.2573 -1.4114
H 0.3914 3.0677 -0.5463
H -0.8035 1.8395 1.4445
H -2.4133 -2.1832 0.3785
H 0.3277 -2.9414 -0.5382
H 1.3869 -0.9578 -1.8845
O 1.7367 1.5833 -2.1209
O -2.2084 -1.6146 1.5387
O -2.0203 0.1980 2.8847
O -0.2125 -2.3043 0.1393
*
```

Summary:
* gap between HOMO and LUMO: 8.787 eV
* highest occupied orbital energy: -0.328 Ha

Atom charges from the Mulliken analysis, given in e for atoms 1 to 4: -0.694 0.800 -0.429 -0.756

<x>
Computed, not measured: a cluster of 2 separate species, C8H8O4 in total, with wB97M-V/def2-TZVPD.

```
! RIJCOSX wB97M-V def2-TZVPD def2/J DEFGRID3
* xyz 0 1
O -0.6714 0.3855 -1.8314
C -0.8183 0.1740 -0.7176
C -1.2375 0.7763 0.6018
C -2.6249 0.7662 0.4819
C -2.7965 -0.5618 0.1238
C -1.2672 -0.8309 0.1962
C -0.5663 -1.0349 1.5208
C -0.4843 0.2966 1.7370
H -3.2439 1.6054 0.2828
H -3.5409 -1.1976 -0.2927
H -0.2169 -1.8734 1.9415
H -0.0703 0.9154 2.4941
O 1.7870 -1.0581 -1.5431
C 2.7036 -0.4010 -0.6640
O 2.5805 0.9978 -0.6298
O 1.4141 1.5195 0.0109
H 1.8961 -0.8310 -2.4528
H 3.7300 -0.5658 -0.9904
H 2.4736 -0.8188 0.3474
H 0.9534 1.7365 -0.6164
*
```

Summary:
* gap between HOMO and LUMO: 9.630 eV
* SMILES string: O=C1[C@]23C=C[C@]12C=C3.OCOO
* highest occupied orbital energy: -0.320 Ha

Atom charges from the Mulliken analysis, given in e for atoms 1 to 4: -0.495 0.527 0.101 -0.641

Least stable of them? <x>.

<w>
Computed, not measured: the ion C3N3O2 with charge -1, with wB97M-V/def2-TZVPD.

```
! RIJCOSX wB97M-V def2-TZVPD def2/J DEFGRID3
* xyz -1 1
N -0.5282 3.2148 1.1829
C -0.5514 2.1908 0.6260
N -0.5622 1.1024 -0.1052
C 0.1422 0.0795 0.2164
O 1.0159 -0.1480 0.9882
O -0.1512 -1.0422 -0.8083
C 0.2615 -2.2489 -0.9624
N 0.4669 -3.3788 -1.1090
*
```

Summary:
* gap between HOMO and LUMO: 9.539 eV
* SMILES string: N#C/N=C(\[O-])OC#N
* highest occupied orbital energy: -0.207 Ha

Atom charges from the Mulliken analysis, given in e for atoms 1 to 4: -0.617 0.553 -0.510 0.500

<x>
Computed, not measured: the ion C3N3O2 with charge -1, with wB97M-V/def2-TZVPD.

```
! RIJCOSX wB97M-V def2-TZVPD def2/J DEFGRID3
* xyz -1 1
N 3.4965 0.2967 -0.6060
C 2.4369 0.1528 -0.0945
N 1.2288 0.2985 0.3432
C 0.1332 -0.3677 0.3509
O -0.3314 -1.4273 0.5232
O -1.2390 0.7337 0.1937
C -2.3347 0.2942 -0.2131
N -3.3904 0.0190 -0.4975
*
```

Summary:
* gap between HOMO and LUMO: 9.654 eV
* SMILES string: N#C/N=C(\[O-])OC#N
* highest occupied orbital energy: -0.213 Ha

Atom charges from the Mulliken analysis, given in e for atoms 1 to 4: -0.571 0.415 -0.440 0.625

Least stable of them? <x>.

<w>
Computed, not measured: a cluster of 2 separate species, C5H13N3 in total, with wB97M-V/def2-TZVPD.

```
! RIJCOSX wB97M-V def2-TZVPD def2/J DEFGRID3
* xyz 0 1
C -0.5645 2.2113 0.2997
C 0.0323 0.9700 0.9039
C 1.0115 0.2528 0.3216
C 1.7475 -0.8361 1.0497
N 1.3523 0.3833 -1.0154
H -1.4970 2.4590 0.7978
H 0.0976 3.0731 0.3885
H -0.7775 2.0611 -0.7561
H -0.1221 0.8418 1.9648
H 1.3584 -0.9556 2.0601
H 2.8099 -0.5886 1.1172
H 1.6613 -1.7801 0.5183
H 2.1967 -0.0785 -1.3053
H 1.1621 1.2669 -1.4525
C -0.8440 -2.0871 -1.1343
N -1.7020 -1.1807 -1.3477
N -2.3652 -0.6314 -0.3169
H -0.3793 -2.5466 -1.9884
H -0.6450 -2.5163 -0.1484
H -1.8155 -0.6046 0.5926
H -2.7176 0.2865 -0.5492
*
```

Summary:
* gap between HOMO and LUMO: 8.826 eV
* SMILES string: C/C=C(/C)N.C=NN
* highest occupied orbital energy: -0.289 Ha

Atom charges from the Mulliken analysis, given in e for atoms 1 to 4: -1.481 -0.509 1.029 -1.564

<x>
Computed, not measured: the molecule C5H13N3, with wB97M-V/def2-TZVPD.

```
! RIJCOSX wB97M-V def2-TZVPD def2/J DEFGRID3
* xyz 0 1
C -0.0558 -0.6678 0.8058
C -0.2566 0.7045 0.1557
C -0.8577 1.0698 -2.5680
N -1.2195 0.3879 -1.3279
N 0.4053 -1.6419 -0.1838
N -1.1445 1.5237 0.7862
C 0.8109 -0.4721 2.0261
C 1.9587 -1.0898 2.2649
H -1.2128 -0.6271 -1.4348
H -1.0465 -0.9891 1.1493
H 0.6765 1.0802 -0.2828
H 1.3381 -1.4011 -0.5055
H 0.4545 -2.5673 0.2284
H -1.9793 0.9486 -0.7113
H -0.8712 2.5012 0.7384
H 0.4055 0.2415 2.7324
H -0.9027 2.1453 -2.3931
H -1.5411 0.8119 -3.3816
H 0.1548 0.8003 -2.8693
H 2.3826 -1.8174 1.5831
H 2.5008 -0.9412 3.1878
*
```

Summary:
* gap between HOMO and LUMO: 8.473 eV
* highest occupied orbital energy: -0.278 Ha

Atom charges from the Mulliken analysis, given in e for atoms 1 to 4: 0.409 -0.021 -0.923 -0.405

<y>
Computed, not measured: a structure of composition C5H13N3, with wB97M-V/def2-TZVPD.

```
! RIJCOSX wB97M-V def2-TZVPD def2/J DEFGRID3
* xyz 0 1
C -1.3537 -0.5550 0.2344
C -0.6573 -1.0428 -0.9921
C -2.4040 0.5106 0.1255
C 1.3208 0.1293 -0.0111
N 1.2539 1.3737 -0.7602
N 2.6536 0.0071 0.4884
N 0.0670 0.3667 1.1787
C 0.8310 -1.0716 -0.6796
H -1.5482 -1.3301 0.9696
H 2.0250 1.3755 -1.4203
H 0.3909 1.4257 -1.2912
H 2.8122 -0.8788 0.9506
H 2.8988 0.7956 1.0749
H 0.1181 1.3676 1.3978
H 0.3044 -0.3109 1.8973
H -0.9811 -2.0643 -1.2138
H -0.8892 -0.4095 -1.8593
H 1.2223 -2.0197 -0.3190
H -3.2504 0.1101 -0.4488
H -2.7745 0.8372 1.0984
H -2.0397 1.3836 -0.4204
*
```

Summary:
* gap between HOMO and LUMO: 6.378 eV
* highest occupied orbital energy: -0.203 Ha

Atom charges from the Mulliken analysis, given in e for atoms 1 to 4: 0.338 -0.530 -1.278 1.121

Least stable of them? <y>.

<w>
Computed, not measured: the molecule C5H6N2S, with wB97M-V/def2-TZVPD.

```
! RIJCOSX wB97M-V def2-TZVPD def2/J DEFGRID3
* xyz 0 1
N -1.1812 -0.6758 2.8123
C -0.7081 -0.5305 1.7812
C -0.0831 -0.3250 0.4975
N 1.3619 -0.4621 0.5538
C -0.5043 1.2049 0.0468
C -1.0255 1.2627 -1.1651
S -1.2275 -0.2432 -2.0104
C -0.7099 -1.2395 -0.5655
H 1.6733 -0.7900 1.4598
H 1.8283 0.4095 0.3367
H -0.3030 2.0077 0.7294
H -1.3368 2.1546 -1.6761
H 0.0169 -1.9776 -0.8972
H -1.5988 -1.7460 -0.1815
*
```

Summary:
* gap between HOMO and LUMO: 9.442 eV
* SMILES string: N#C[C@]1(N)C=CSC1
* highest occupied orbital energy: -0.320 Ha

Atom charges from the Mulliken analysis, given in e for atoms 1 to 4: -0.433 -0.092 1.080 -0.672

<x>
Computed, not measured: the molecule C5H6N2S, with wB97M-V/def2-TZVPD.

```
! RIJCOSX wB97M-V def2-TZVPD def2/J DEFGRID3
* xyz 0 1
N 1.9748 2.5925 -0.0248
C 1.8357 1.4488 0.1023
C 1.8558 -0.0171 0.1643
S 3.1798 -0.8471 -0.2498
C 0.5163 -0.6842 0.5582
C -0.5691 -0.4237 -0.4588
C -1.9812 -0.4592 -0.0248
N -1.2456 0.8173 -0.1496
H 0.7892 -1.7108 0.8054
H 0.1687 -0.1709 1.4640
H -0.2599 -0.5313 -1.5436
H -2.7311 -0.8015 -0.7356
H -2.1375 -0.6140 1.0606
H -1.3960 1.4013 -0.9680
*
```

Summary:
* gap between HOMO and LUMO: 8.133 eV
* SMILES string: N#CC(=S)C[C@H]1CN1
* highest occupied orbital energy: -0.348 Ha

Atom charges from the Mulliken analysis, given in e for atoms 1 to 4: -0.368 0.185 0.100 -0.162

Least stable of them? <x>.

<w>
Computed, not measured: the molecule C5H6N2S, with wB97M-V/def2-TZVPD.

```
! RIJCOSX wB97M-V def2-TZVPD def2/J DEFGRID3
* xyz 0 1
C 0.6371 -3.2525 0.6634
C -0.8621 0.3533 0.6053
C -1.3894 -0.2233 1.8286
C 0.3987 -2.0631 1.2370
C 0.4804 0.4983 -1.2938
N 0.7360 -4.2291 0.0723
N 0.1913 -0.0941 0.0130
S -1.0994 -1.9219 2.0441
H -1.4075 1.1081 0.1812
H -2.0217 0.1513 2.5545
H 1.1434 -1.3180 1.3513
H 1.3491 1.2070 -1.2397
H 0.8967 -0.3971 -1.8304
H -0.5012 0.8677 -1.7047
*
```

Summary:
* gap between HOMO and LUMO (alpha / beta): 6.929 / 7.205 eV
* highest occupied orbital energy (alpha / beta): -0.295 / -0.300 Ha

Atom charges from the Mulliken analysis, given in e for atoms 1 to 4: 0.418 0.077 -0.762 -0.281

<x>
Computed, not measured: the molecule C5H6N2S, with wB97M-V/def2-TZVPD.

```
! RIJCOSX wB97M-V def2-TZVPD def2/J DEFGRID3
* xyz 0 1
C 2.0771 0.0455 1.6560
N 1.0266 -0.6866 1.6175
C 0.2304 -0.3371 0.5888
C 0.6821 0.7020 -0.1847
S 2.1958 1.2752 0.4019
N -0.1594 1.1800 -1.1505
C -1.4400 0.0175 -1.0769
C -1.0833 -0.8752 0.1092
H 2.8553 -0.0485 2.3832
H 0.1996 1.2853 -2.0882
H -1.4551 -0.4756 -2.0411
H -2.3035 0.6520 -0.9307
H -0.9880 -1.9258 -0.1794
H -1.8375 -0.8088 0.8949
*
```

Summary:
* gap between HOMO and LUMO: 8.552 eV
* SMILES string: c1nc2c(s1)NCC2
* highest occupied orbital energy: -0.285 Ha

Atom charges from the Mulliken analysis, given in e for atoms 1 to 4: -0.127 -0.651 -0.139 0.543

<y>
Computed, not measured: the molecule C5H6N2S, with wB97M-V/def2-TZVPD.

```
! RIJCOSX wB97M-V def2-TZVPD def2/J DEFGRID3
* xyz 0 1
S 1.1684 0.8538 3.5290
C 0.9532 0.0156 2.0513
N 0.1834 0.7470 1.2747
N -0.1224 0.2402 -0.0007
C -1.0754 0.7629 -0.8327
C -1.0882 -0.0112 -1.9754
C -0.1013 -0.9816 -1.8524
C 0.4426 -0.8532 -0.5888
H 0.1689 1.4945 2.8265
H 1.3445 -0.9536 1.7525
H -1.7857 1.5142 -0.6693
H -1.6866 0.0479 -2.9612
H 0.2437 -1.7840 -2.4990
H 1.3551 -1.0925 -0.0545
*
```

Summary:
* gap between HOMO and LUMO: 8.903 eV
* SMILES string: S/C=N/n1cccc1
* highest occupied orbital energy: -0.313 Ha

Atom charges from the Mulliken analysis, given in e for atoms 1 to 4: -0.253 0.024 -0.842 0.578

Least stable of them? <w>.